Entry from OMol25: C32H51N4OP2SV as an isolated structure in a non-equilibrium geometry (ωB97M-V/def2-TZVPD).

Summary:
Kohn-Sham gap (spin up / spin down)	5.9688 / 5.3111	eV
total charge	+1
maximum force	9.40	eV/A
E_tot	-97113.9697	eV
highest occupied orbital energy (spin up / spin down)	-8.65 / -8.53	eV
energy relative to the best compared isomer or geometry (same formula, charge and spin)	1.968	eV
multiplicity	4
<S²>	3.7768

Element x y z (Å)
1 C 1.840 -1.866 -0.920
2 C 1.811 0.372 -1.763
3 C 2.809 -2.226 -1.858
4 C 2.636 -0.036 -2.825
5 C 3.157 -1.306 -2.858
6 H 3.310 -3.197 -1.754
7 H 2.834 0.634 -3.658
8 H 3.874 -1.601 -3.621
9 N 1.301 -0.613 -0.902
10 P -0.176 -2.492 0.861
11 P 0.892 2.301 0.045
12 C 1.463 -2.919 0.137
13 H 1.370 -3.930 -0.297
14 H 2.232 -3.030 0.923
15 C 1.577 1.800 -1.576
16 H 1.228 2.347 -2.485
17 C -0.471 3.692 -0.044
18 C 2.632 3.071 0.299
19 C -1.377 -3.273 -0.383
20 C -0.193 -3.472 2.486
21 C -1.818 3.220 0.540
22 H -1.714 2.859 1.568
23 H -2.503 4.078 0.519
24 H -2.282 2.432 -0.056
25 C -0.059 4.927 0.768
26 H 0.099 4.666 1.822
27 H 0.834 5.425 0.379
28 H -0.885 5.654 0.734
29 C -0.731 4.037 -1.512
30 H -1.534 4.788 -1.527
31 H 0.133 4.484 -2.010
32 H -1.056 3.134 -2.046
33 C 2.790 3.589 1.726
34 H 2.553 2.795 2.455
35 H 3.845 3.882 1.856
36 H 2.146 4.456 1.910
37 C 3.719 1.999 0.026
38 H 3.613 1.108 0.656
39 H 3.695 1.686 -1.021
40 H 4.694 2.475 0.168
41 C 2.811 4.152 -0.793
42 H 2.211 3.970 -1.701
43 H 2.596 5.167 -0.435
44 H 3.857 4.098 -1.131
45 C -1.622 -3.396 3.053
46 H -1.600 -3.721 4.101
47 H -2.024 -2.375 3.021
48 H -2.303 -4.073 2.523
49 C 0.775 -2.772 3.450
50 H 1.811 -2.760 3.088
51 H 0.450 -1.744 3.663
52 H 0.769 -3.316 4.406
53 C 0.218 -4.948 2.330
54 H 0.404 -5.342 3.336
55 H -0.583 -5.551 1.896
56 H 1.127 -5.082 1.735
57 C -1.053 -2.840 -1.843
58 H -1.761 -3.381 -2.476
59 H -1.216 -1.777 -2.017
60 H -0.037 -3.092 -2.153
61 C -2.796 -2.792 -0.033
62 H -2.883 -1.704 -0.045
63 H -3.467 -3.193 -0.801
64 H -3.147 -3.144 0.941
65 C -1.353 -4.812 -0.381
66 H -0.345 -5.235 -0.487
67 H -1.858 -5.255 0.487
68 H -1.927 -5.131 -1.264
69 V 0.100 -0.034 0.731
70 C 1.481 -0.192 1.948
71 O 2.445 -0.293 2.694
72 N -1.839 0.017 -0.430
73 C -2.104 0.462 -1.499
74 C -2.142 0.847 -2.891
75 C -3.512 0.768 -3.191
76 C -1.218 1.140 -3.979
77 C -4.022 0.865 -4.452
78 H -4.170 0.605 -2.330
79 C -1.764 1.244 -5.268
80 H -0.129 1.258 -3.840
81 C -3.147 1.094 -5.528
82 H -5.109 0.760 -4.545
83 H -1.133 1.441 -6.153
84 H -3.563 1.156 -6.540
85 N -1.276 -0.502 5.063
86 C -0.843 0.335 4.103
87 N 0.140 1.173 4.382
88 S -1.576 0.274 2.506
89 H -1.004 -0.249 6.005
90 H -2.210 -0.853 5.004
91 H 0.672 1.681 3.680
92 H 0.581 1.104 5.301